The following is a DFT calculation (ωB97M-V/def2-TZVPD) of C38H50BCoN7S4 as an isolated structure in a non-equilibrium geometry.

Geometry as XYZ:
```
101
Properties=species:S:1:pos:R:3:nbo_charge:R:1
Co 0.2124 -0.4778 0.5598 1.2521
C 4.1285 1.1247 0.7163 -0.6259
C 4.5853 1.0846 -0.7435 0.1462
C 5.6059 2.1997 -0.9814 -0.6155
C 5.2356 -0.2586 -1.0842 -0.6262
N 3.4175 1.2805 -1.6050 -0.3745
C 3.2139 2.3176 -2.4771 -0.0848
C 2.0043 2.1371 -3.0513 -0.0433
N 1.4531 0.9908 -2.5505 -0.5323
B 0.0521 0.5400 -3.0213 0.6024
N -1.0393 1.4562 -2.4526 -0.5459
C -2.2007 1.6706 -3.1416 -0.0525
C -3.0113 2.4380 -2.3843 -0.0781
N -2.3567 2.7040 -1.2083 -0.3827
C -1.1483 2.0792 -1.2603 0.3352
S 0.0484 2.0913 -0.0684 -0.3969
C -2.8469 3.5986 -0.1558 0.1453
C -1.9393 4.8326 -0.1597 -0.6260
C -4.2836 4.0360 -0.4586 -0.6160
C -2.8351 2.8842 1.1966 -0.6273
N -0.2899 -0.9468 -2.7382 -0.5392
C 0.1255 -1.9093 -3.6162 -0.0389
C -0.5476 -3.0478 -3.3567 -0.0879
N -1.3950 -2.8117 -2.2967 -0.3840
C -1.2001 -1.5180 -1.9152 0.3168
S -1.9233 -0.7258 -0.6002 -0.3478
C -2.4075 -3.8034 -1.9096 0.1458
C -3.2203 -3.3908 -0.6886 -0.6193
C -3.3624 -3.9622 -3.1043 -0.6088
C -1.7409 -5.1472 -1.5850 -0.6171
C 2.3140 0.4898 -1.6493 0.3181
S 2.0757 -0.9453 -0.7739 -0.3418
H 4.9864 1.0323 1.3744 0.2100
H 3.4448 0.3071 0.9262 0.2463
H 3.6123 2.0586 0.9262 0.2128
H 6.4652 2.0167 -0.3420 0.2254
H 5.1986 3.1752 -0.7261 0.2137
H 5.9531 2.2072 -2.0127 0.2113
H 6.1235 -0.3994 -0.4757 0.2107
H 5.5219 -0.2855 -2.1340 0.2072
H 4.5468 -1.0743 -0.8892 0.2494
H 3.9299 3.0949 -2.6345 0.2286
H 1.4882 2.7327 -3.7753 0.2276
H 0.0379 0.6737 -4.2114 -0.0502
H -2.3603 1.2557 -4.1146 0.2288
H -3.9871 2.8096 -2.6049 0.2275
H -1.9766 5.3112 -1.1374 0.2083
H -0.9139 4.5386 0.0384 0.2427
H -2.2589 5.5481 0.5928 0.2108
H -4.3441 4.6046 -1.3851 0.2094
H -4.6264 4.6818 0.3476 0.2253
H -4.9538 3.1800 -0.5123 0.2170
H -1.8283 2.5908 1.4732 0.2468
H -3.4485 1.9862 1.1566 0.2182
H -3.2294 3.5468 1.9625 0.2071
H 0.8671 -1.6996 -4.3590 0.2298
H -0.4790 -3.9977 -3.8444 0.2251
H -3.8199 -2.5088 -0.8877 0.2276
H -2.5720 -3.1806 0.1548 0.2444
H -3.8805 -4.2105 -0.4170 0.2082
H -3.8041 -3.0017 -3.3622 0.2162
H -4.1619 -4.6513 -2.8410 0.2152
H -2.8490 -4.3520 -3.9793 0.2062
H -1.3396 -5.1371 -0.5730 0.2365
H -0.9364 -5.3910 -2.2691 0.2055
H -2.4880 -5.9323 -1.6480 0.2137
C 0.3598 4.8119 2.9326 -0.6035
C 0.2025 4.3887 4.3938 -0.0646
C -1.0556 5.0667 4.9548 -0.5984
C 1.4405 4.8667 5.1651 -0.5968
C 0.0838 2.8802 4.5459 -0.0133
C -0.1008 2.3415 5.8264 -0.2110
C -0.1524 0.9814 6.0529 -0.2110
C -0.0245 0.1331 4.9668 -0.2220
S 0.0213 -1.6057 4.9402 0.3987
C 0.2506 -1.5325 3.2096 0.1656
N 0.2573 -0.3228 2.6945 -0.5829
C 0.1213 0.6387 3.6604 0.1181
C 0.1813 2.0189 3.4673 -0.1858
C 0.4682 -2.6878 2.3987 -0.2262
C 0.8261 -3.9270 2.9397 -0.1833
C 1.0808 -4.9877 2.1006 -0.2377
C 1.0061 -4.8052 0.7259 -0.2226
C 0.6824 -3.5659 0.1960 -0.1960
C 0.3672 -2.4838 1.0083 -0.3831
H 0.4665 5.8931 2.8767 0.2084
H -0.5128 4.5258 2.3543 0.2140
H 1.2415 4.3589 2.4842 0.2135
H -0.9995 6.1400 4.7838 0.2058
H -1.1594 4.9032 6.0240 0.2051
H -1.9460 4.6828 4.4606 0.2109
H 1.5311 5.9481 5.0925 0.2048
H 2.3375 4.4174 4.7446 0.2116
H 1.3822 4.6001 6.2167 0.2058
H -0.2034 2.9982 6.6787 0.2093
H -0.2859 0.5818 7.0486 0.2191
H 0.3296 2.3666 2.4600 0.2339
H 0.9323 -4.0256 4.0128 0.2025
H 1.3524 -5.9532 2.5058 0.2074
H 1.2244 -5.6319 0.0614 0.2024
H 0.6789 -3.4519 -0.8798 0.1887
```

Computed properties:
HOMO (alpha / beta) = -6.2 / -7.4 eV
gap between HOMO and LUMO (alpha / beta) = 6.62 / 7.78 eV
LUMO level (alpha / beta) = 0.43 / 0.39 eV
2S+1 = 4

=====

The following is a DFT calculation (ωB97M-V/def2-TZVPD) of C38H50Cl2CrN3O2P2 as an isolated structure.

Geometry as XYZ:
```
98
Properties=species:S:1:pos:R:3:lowdin_charge:R:1
Cr -0.3106 0.7144 0.2756 0.4956
C -4.2231 1.9360 -2.9062 -0.1132
C -2.8721 1.3221 -2.5361 -0.5251
C -2.9262 -0.1915 -2.6960 -0.1072
P -2.2819 1.8301 -0.8526 1.0894
C -2.6228 3.6448 -0.8287 -0.5432
C -2.3073 4.2831 0.5171 -0.1134
C -1.7775 4.3247 -1.9115 -0.1050
C -3.4345 1.0605 0.3220 -0.2951
C -4.5879 1.6379 0.8354 -0.1022
C -5.3325 0.9882 1.8080 -0.1053
C -4.9001 -0.2497 2.2696 -0.0922
C -3.7536 -0.8412 1.7693 -0.0370
C -2.9954 -0.2062 0.7752 -0.3275
N -1.8005 -0.6889 0.2623 -0.1121
C -1.6702 -1.9645 -0.2424 -0.3120
C -2.7717 -2.8349 -0.3817 -0.0541
C -2.6377 -4.0880 -0.9450 -0.1067
C -1.4026 -4.5276 -1.3966 -0.1113
C -0.3228 -3.6659 -1.2850 -0.1376
C -0.4102 -2.3875 -0.7404 -0.2753
P 1.1131 -1.2900 -0.5037 1.0576
C 1.6733 -1.0215 -2.2567 -0.5241
C 1.0664 0.3036 -2.7150 -0.1246
C 1.4498 -2.0930 -3.3156 -0.1083
C 2.1908 -2.5341 0.3841 -0.5183
C 3.1520 -3.2956 -0.5324 -0.0956
C 1.4485 -3.5199 1.2897 -0.1154
H -4.5797 1.5107 -3.8478 0.0758
H -4.1714 3.0169 -3.0310 0.0600
H -4.9738 1.7138 -2.1432 0.0761
H -2.1055 1.7110 -3.2165 0.0985
H -3.6982 -0.6209 -2.0533 0.0817
H -1.9890 -0.6847 -2.4436 0.0523
H -3.1794 -0.4347 -3.7303 0.0829
H -3.6851 3.8006 -1.0504 0.0901
H -1.2319 4.2455 0.7034 0.0635
H -2.8474 3.8098 1.3362 0.0549
H -2.5855 5.3393 0.4901 0.0846
H -0.7152 4.1874 -1.6954 0.0775
H -1.9816 5.3972 -1.9161 0.0809
H -1.9915 3.9443 -2.9106 0.0594
H -4.9031 2.6130 0.4808 0.0984
H -6.2257 1.4446 2.2132 0.0910
H -5.4607 -0.7614 3.0429 0.0969
H -3.4154 -1.7934 2.1571 0.1158
H -3.7524 -2.5110 -0.0644 0.0942
H -3.5140 -4.7206 -1.0333 0.0942
H -1.2796 -5.5123 -1.8294 0.0891
H 0.6389 -4.0118 -1.6368 0.0756
H 2.7489 -0.8650 -2.1559 0.0627
H -0.0220 0.2346 -2.8080 0.0527
H 1.4631 0.5688 -3.7001 0.0829
H 1.3026 1.1210 -2.0304 0.0485
H 0.3886 -2.2548 -3.5134 0.0731
H 1.8987 -3.0498 -3.0569 0.0550
H 1.9157 -1.7569 -4.2465 0.0775
H 2.8061 -1.8921 1.0177 0.0552
H 2.6198 -4.0688 -1.0915 0.0591
H 3.9180 -3.7932 0.0665 0.0828
H 3.6716 -2.6476 -1.2370 0.0666
H 1.0964 -4.3906 0.7386 0.0665
H 0.5729 -3.0937 1.7828 0.0624
H 2.1410 -3.8697 2.0598 0.0798
Cl 1.6642 4.1334 3.2942 0.5360
C 2.2902 3.1242 1.9378 -0.4666
C 1.4546 3.3867 0.6753 -0.7378
O 1.5032 4.4878 0.1453 0.0150
O 0.7242 2.4115 0.2942 -0.2116
H 3.3208 3.4281 1.7772 0.0782
H 2.2294 2.0963 2.2724 0.0377
Cl 8.4045 -2.3858 -1.1853 0.5615
C 6.9101 -1.5427 -0.8106 -0.7078
C 6.3955 -1.5813 0.4778 -0.1469
C 5.2173 -0.9261 0.7673 -0.0875
C 4.4729 -0.2213 -0.2158 -0.3512
C 3.1708 0.2802 0.0236 -0.1670
C 5.0876 -0.1483 -1.4975 -0.0840
C 6.2642 -0.8054 -1.7938 -0.1430
H 6.9269 -2.1195 1.2531 0.0932
H 4.8424 -0.9531 1.7853 0.1010
H 2.9234 0.4335 1.0753 0.0335
H 2.8754 1.1284 -0.5912 0.0421
H 4.6126 0.4506 -2.2674 0.1025
H 6.6919 -0.7391 -2.7865 0.0931
N -1.4243 2.3615 3.0223 0.1556
C -0.7399 1.2790 3.5067 -0.3771
C -0.7501 0.9487 4.8716 -0.0177
C -0.0626 -0.1693 5.2816 -0.0726
C 0.6269 -0.9420 4.3448 -0.0617
C 0.5708 -0.5455 3.0277 -0.1195
N -0.1019 0.5332 2.6066 0.0801
H -1.5880 3.1060 3.6813 0.1005
H -1.0706 2.7077 2.1408 0.0440
H -1.2929 1.5723 5.5681 0.1076
H -0.0538 -0.4414 6.3295 0.1038
H 1.1878 -1.8216 4.6227 0.1007
H 1.0896 -1.0978 2.2555 0.0667
```

Computed properties:
HOMO (alpha / beta) = -2.9 / -3.0 eV
gap between HOMO and LUMO (alpha / beta) = 5.29 / 5.33 eV
energy relative to the best compared isomer or geometry (same formula, charge and spin) = 0.0000 eV
LUMO level (alpha / beta) = 2.36 / 2.36 eV
charge = -1
2S+1 = 5

=====

The following is a DFT calculation (ωB97M-V/def2-TZVPD) of C38H50ClFHfOP4 as an isolated structure in a non-equilibrium geometry.

Geometry as XYZ:
```
96
Properties=species:S:1:pos:R:3:lowdin_charge:R:1
P -4.4859 1.3927 -4.2968 1.0559
C -4.4110 0.9472 -6.0786 -0.4023
C -5.4119 0.2357 -6.7610 -0.0803
H -6.2992 -0.1093 -6.2289 0.1041
C -5.2752 -0.0257 -8.1279 -0.0677
H -6.0672 -0.5616 -8.6520 0.1118
C -4.1346 0.3943 -8.8162 -0.0692
H -4.0292 0.1842 -9.8809 0.1116
C -3.1220 1.0818 -8.1358 -0.0782
H -2.2291 1.4114 -8.6674 0.1089
C -3.2495 1.3475 -6.7745 -0.1202
H -2.4574 1.8703 -6.2342 0.0937
C -5.9538 0.4356 -3.7397 -0.4085
C -5.7297 -0.9083 -3.3698 -0.1357
H -4.7152 -1.3120 -3.4098 0.0887
C -6.7963 -1.7124 -2.9741 -0.0934
H -6.6160 -2.7546 -2.7097 0.1034
C -8.0918 -1.1857 -2.9189 -0.0777
H -8.9237 -1.8171 -2.6059 0.1098
C -8.3163 0.1493 -3.2633 -0.0670
H -9.3232 0.5661 -3.2243 0.1130
C -7.2529 0.9628 -3.6651 -0.0766
H -7.4358 2.0058 -3.9264 0.1071
C -5.1637 3.1011 -4.3712 -0.3978
C -5.6731 3.6921 -5.5394 -0.0720
H -5.6618 3.1417 -6.4809 0.1077
C -6.1994 4.9867 -5.4970 -0.0613
H -6.6053 5.4288 -6.4072 0.1141
C -6.2035 5.7070 -4.3000 -0.0698
H -6.6110 6.7179 -4.2711 0.1117
C -5.6779 5.1315 -3.1370 -0.0837
H -5.6820 5.6887 -2.1998 0.1051
C -5.1439 3.8445 -3.1713 -0.1244
H -4.7039 3.4039 -2.2727 0.0704
Hf 0.0573 -0.0067 -0.1730 0.9501
C -1.3311 -0.0024 1.6455 -0.1890
C -2.6586 0.0728 1.4331 -0.3687
H -0.9440 -0.0694 2.6740 0.0289
C -3.1597 0.2974 0.0098 -0.3595
O -3.7945 1.6017 0.0363 -0.0197
H -4.2113 1.7883 -0.8239 0.0914
C -2.0438 0.3118 -0.9485 -0.1665
H -3.8657 -0.4993 -0.2817 0.1590
C -1.2994 0.5674 -1.9335 0.0037
Cl 1.7990 0.0366 -1.7823 0.1440
P 0.6176 2.4456 0.6102 0.7126
P -0.0304 -2.6212 -0.4430 0.7013
C 2.3807 2.8559 0.4163 -0.2529
H 2.6830 2.6834 -0.6243 0.0376
H 2.9850 2.2010 1.0572 0.0408
H 2.5695 3.9027 0.6861 0.0656
C -0.2682 3.6447 -0.4413 -0.2456
H -1.3521 3.4953 -0.3297 0.0419
H -0.0036 3.4682 -1.4934 0.0534
H -0.0064 4.6745 -0.1620 0.0665
C 0.1965 2.9174 2.3134 -0.2420
H 0.6948 2.2267 3.0072 0.0561
H -0.8894 2.8268 2.4555 0.0330
H 0.5121 3.9474 2.5293 0.0670
C 1.5785 -3.4695 -0.3788 -0.2326
H 1.9970 -3.4061 0.6321 0.0459
H 2.2765 -2.9689 -1.0622 0.0470
H 1.4766 -4.5233 -0.6687 0.0666
C -1.1317 -3.5488 0.6598 -0.2392
H -2.1445 -3.1289 0.5871 0.0366
H -0.7963 -3.4456 1.7000 0.0379
H -1.1546 -4.6112 0.3840 0.0663
C -0.6294 -2.9519 -2.1328 -0.2589
H 0.0143 -2.4353 -2.8578 0.0459
H -1.6490 -2.5606 -2.2453 0.0374
H -0.6238 -4.0306 -2.3339 0.0636
P -3.8460 0.1007 2.8203 0.8869
C -3.0470 -0.5744 4.2769 -0.1640
C -5.2440 -0.9091 2.3409 -0.1586
H -2.2010 0.0582 4.5824 0.0736
H -2.6884 -1.5959 4.0816 0.0762
H -3.7797 -0.6056 5.0978 0.0820
H -5.7024 -0.5023 1.4296 0.0737
H -5.9768 -0.9012 3.1591 0.0795
H -4.9090 -1.9396 2.1604 0.0768
C -4.3527 1.7936 3.1198 -0.1553
H -3.4902 2.3930 3.4417 0.0721
H -5.1160 1.8001 3.9101 0.0790
H -4.7596 2.2188 2.1935 0.0625
H -1.2972 0.8861 -2.9672 0.1007
F 4.4046 -2.3552 4.4044 0.0523
C 3.4683 -1.8451 3.5397 -0.2513
C 2.1264 -2.1160 3.7714 -0.0004
C 1.1789 -1.6241 2.8516 -0.1702
C 1.5786 -0.8923 1.7373 -0.2766
C 2.9258 -0.6178 1.5540 -0.1707
C 3.8977 -1.1034 2.4471 0.0081
H 1.8171 -2.7057 4.6327 0.1231
H 0.1288 -1.8482 3.0457 0.0639
H 3.2562 -0.0350 0.6944 0.0531
H 4.9547 -0.9118 2.2860 0.1270
```

Computed properties:
HOMO (alpha / beta) = -12.2 / -12.2 eV
gap between HOMO and LUMO (alpha / beta) = 4.34 / 4.34 eV
energy relative to the best compared isomer or geometry (same formula, charge and spin) = 0.0000 eV
LUMO level (alpha / beta) = -7.88 / -7.88 eV
charge = +2

=====

The following is a DFT calculation (ωB97M-V/def2-TZVPD) of C38H50Ge2N3O3S3Ti as an isolated structure.

Geometry as XYZ:
```
100
Properties=species:S:1:pos:R:3:lowdin_charge:R:1
Ti 0.2278 -1.1155 0.4133 0.2918
C -1.8612 -3.4118 0.2207 -0.0515
N -0.9064 -2.9326 1.2527 -0.2392
C -1.5970 -2.2903 2.3978 -0.1614
C -0.5814 -1.5743 3.2717 -0.1513
N -0.0325 -0.3868 2.5731 -0.2383
C -0.9251 0.7740 2.7671 -0.0564
C 1.2963 -0.0027 3.0526 -0.2952
C 1.6041 -0.0349 4.4046 -0.0332
C 2.8378 0.4211 4.8444 -0.0640
C 3.7596 0.9192 3.9332 -0.0463
C 3.4553 0.9396 2.5826 -0.0783
C 2.2210 0.4789 2.1297 -0.5492
S 1.8581 0.5096 0.3967 0.6561
C -0.1145 -4.0799 1.6925 -0.3015
C -0.7151 -5.1523 2.3389 -0.0352
C 0.0393 -6.2557 2.7024 -0.0853
C 1.3969 -6.2814 2.4049 -0.0873
C 1.9907 -5.2146 1.7554 -0.0988
C 1.2412 -4.0927 1.3909 -0.5711
S 1.9952 -2.6967 0.6449 0.6895
H -2.6766 -3.9808 0.6778 0.1006
H -1.3235 -4.0610 -0.4665 0.0957
H -2.2752 -2.5737 -0.3337 0.0379
H -2.1441 -3.0329 2.9873 0.1267
H -2.3247 -1.5870 1.9927 0.0810
H 0.2472 -2.2466 3.4995 0.1346
H -1.0517 -1.2844 4.2170 0.1309
H -0.9092 1.0833 3.8167 0.1074
H -1.9414 0.5138 2.4772 0.0637
H -0.5784 1.5944 2.1431 0.0852
H 0.8781 -0.4007 5.1215 0.1106
H 3.0704 0.4061 5.9008 0.1044
H 4.7077 1.3183 4.2683 0.1112
H 4.1624 1.3429 1.8707 0.1172
H -1.7765 -5.1353 2.5560 0.1100
H -0.4285 -7.0889 3.2097 0.0993
H 1.9956 -7.1391 2.6840 0.1026
H 3.0486 -5.2279 1.5276 0.1037
C -0.2222 -3.3673 -3.9987 -0.1853
C 0.5899 -3.0175 -2.7530 -0.3804
Ge 0.4425 -1.1018 -2.1920 0.7859
C 2.0436 -0.2347 -2.9597 -0.3913
C 1.9643 -0.0680 -4.4770 -0.1785
C -1.1457 -0.4089 -3.0986 -0.2551
C -2.1989 0.0809 -2.4391 -0.3755
Ge -2.1216 0.1351 -0.4429 0.8881
C -3.8979 -0.5331 0.2617 -0.3834
C -5.1350 -0.1427 -0.5488 -0.1671
C -2.4022 2.0624 -0.0189 -0.3859
C -1.3325 3.0036 -0.5601 -0.1781
C -3.3764 0.5616 -3.2099 -0.2673
C -4.0766 -0.3165 -4.0388 -0.0592
C -5.1767 0.1105 -4.7677 -0.0924
C -5.5965 1.4308 -4.6881 -0.1037
C -4.8996 2.3184 -3.8797 -0.0830
C -3.8048 1.8874 -3.1451 -0.0470
H -0.0882 -4.4130 -4.2895 0.0619
H 0.0624 -2.7498 -4.8533 0.0544
H -1.2895 -3.2030 -3.8325 0.0541
H 1.6563 -3.1997 -2.9129 0.0584
H 0.3065 -3.6686 -1.9238 0.0166
H 2.8950 -0.8623 -2.6840 0.0615
H 2.2095 0.7289 -2.4751 0.0160
H 1.8480 -1.0310 -4.9807 0.0556
H 2.8672 0.4004 -4.8767 0.0632
H 1.1158 0.5561 -4.7643 0.0583
H -1.1828 -0.4087 -4.1914 0.0679
H -3.9722 -0.0815 1.2602 0.0490
H -3.9116 -1.6131 0.4235 0.0273
H -5.1696 0.9284 -0.7540 0.0561
H -6.0552 -0.4050 -0.0186 0.0641
H -5.1539 -0.6475 -1.5145 0.0577
H -2.5054 2.1747 1.0600 0.0398
H -3.3862 2.3077 -0.4293 0.0396
H -0.4314 2.9719 0.0514 0.0307
H -1.6650 4.0443 -0.5822 0.0737
H -1.0273 2.7371 -1.5767 0.0601
H -3.7532 -1.3494 -4.0968 0.1102
H -5.7082 -0.5909 -5.3993 0.0972
H -6.4555 1.7667 -5.2552 0.0943
H -5.2074 3.3552 -3.8218 0.1004
H -3.2610 2.5924 -2.5302 0.0951
N 2.3068 3.7358 -1.4322 0.0820
C 3.1287 4.1127 -0.3395 -0.3361
C 4.4055 4.6285 -0.5373 -0.0460
C 5.2001 4.9857 0.5466 -0.0624
C 4.7266 4.8584 1.8415 -0.2774
C 3.4310 4.4028 2.0394 -0.0750
C 2.6433 4.0277 0.9659 -0.0655
S 5.7638 5.1977 3.2650 0.3945
O 4.9109 5.9651 4.1623 -0.3759
O 6.0939 3.8679 3.7725 -0.3844
O 6.9026 5.9287 2.7299 -0.3776
H 2.8399 3.4943 -2.2553 0.0707
H 1.7030 2.9465 -1.1959 0.0262
H 4.7896 4.7271 -1.5475 0.1000
H 6.2036 5.3641 0.4007 0.1049
H 3.0508 4.3326 3.0513 0.1150
H 1.6391 3.6627 1.1364 0.0868
```

Computed properties:
HOMO = -5.0 eV
gap between HOMO and LUMO = 6.45 eV
energy relative to the best compared isomer or geometry (same formula, charge and spin) = 0.9522 eV
LUMO level = 1.44 eV
charge = -1

=====

Per-record electronic energy, Ha: -4861.88885 -4440.45917 -3526.16347 -8065.97308